[1]
{"formula": "C5H15N3", "method": "the ωB97M-V functional and the def2-TZVPD basis", "species": ["N", "N", "H", "H", "C", "H", "H", "C", "H", "N", "H", "H", "H", "H", "C", "C", "H", "H", "H", "C", "H", "H", "H"], "xyz": [[-1.0643, 2.5192, -2.0930], [1.8345, -0.7615, 1.3164], [-1.9984, -1.5825, -0.8063], [-1.2020, 3.3280, -1.4729], [-1.5473, 0.1193, -1.8605], [0.5544, -2.0120, 2.5494], [-0.5554, -0.1359, -2.2286], [-1.9018, 1.4191, -1.7417], [1.9441, -2.8268, 1.7533], [-2.4741, -0.9100, -1.4445], [-0.0931, 2.2720, -2.1281], [1.2887, 1.2613, 1.0153], [-2.7561, -1.4480, -2.2491], [0.5230, -2.3591, 0.7578], [2.7507, -0.3834, 2.3862], [0.8091, 0.2724, 1.1652], [2.2249, -0.2503, 3.3729], [-2.9101, 1.6888, -1.3430], [3.2574, 0.5537, 2.0785], [1.1872, -2.0419, 1.6208], [0.1628, 0.3961, 2.0432], [3.5167, -1.1668, 2.5046], [0.1823, 0.0352, 0.2808]], "forces_ev_per_angstrom": [[-1.1368, -0.0069, 0.6824], [-0.6656, -0.0886, 0.5691], [-0.5189, 0.7444, -0.6492], [0.1037, -0.6529, -0.5329], [-0.7389, 1.2678, 0.4871], [0.3751, 0.0850, -0.5346], [-0.0103, -0.0822, -0.0246], [0.2570, -0.3147, 0.2342], [-0.1483, 0.2367, -0.0385], [0.8976, -0.3755, 0.4354], [0.3267, -0.0741, -0.0451], [-0.1632, -0.5554, -0.1292], [-0.1630, -0.2266, -0.1498], [0.7202, 0.4366, 0.9521], [0.1405, 0.0268, 0.0278], [0.2611, 0.2956, -0.7999], [0.3825, 0.0397, -0.6120], [0.9894, -0.2984, -0.4403], [-0.2625, -0.4485, 0.4196], [-0.5780, -0.2958, -0.5587], [-0.0910, -0.2523, 0.1599], [-0.2476, 0.2932, 0.0031], [0.2702, 0.2461, 0.5440]], "orbital_gap_ev": 9.19, "e_above_lowest_kcal_mol": 45.19, "mol_weight_da": 117.2, "e_lumo_ev": 1.004, "e_tot_ev": -9897.1916, "multiplicity": 1, "smiles": "N/C=C/N.CN(C)C", "e_homo_ev": -8.18}

***

[2]
{"formula": "C5H15N3", "method": "the ωB97M-V functional and the def2-TZVPD basis", "species": ["H", "H", "C", "H", "H", "H", "H", "C", "N", "H", "N", "C", "N", "C", "H", "H", "H", "H", "H", "C", "H", "H", "H"], "xyz": [[1.3877, 1.0607, 0.9112], [2.8207, 0.4257, -0.6645], [-0.9818, 2.3918, 0.9903], [-0.3647, 0.6263, -0.9464], [3.1230, -1.9971, -1.0886], [1.4832, -0.2288, -1.5106], [1.9585, -2.3237, -0.0634], [-0.3939, 0.1653, 0.0395], [-2.1546, -1.1180, -1.0878], [-2.1625, 0.6820, 0.9779], [-1.1844, 0.9734, 0.9089], [-1.0028, -1.1966, -0.1847], [2.6336, -1.6074, -0.2876], [1.0607, 0.0937, 0.5392], [-1.2672, -1.7208, 0.7323], [-0.4424, 2.6626, 1.9098], [1.1209, -0.5828, 1.3907], [-3.0055, -1.5887, -0.8145], [-1.9110, 2.9318, 0.9300], [2.0536, -0.3310, -0.5683], [-0.3139, 2.7546, 0.2041], [-2.2163, -0.2745, -1.6329], [-0.2408, -1.7987, -0.6845]], "forces_ev_per_angstrom": [[-0.1578, 0.2149, 0.1169], [0.3959, 0.0247, 0.1750], [1.0767, 0.4101, 0.3023], [-0.0494, 0.6301, -0.2469], [0.2530, 0.3352, 0.1095], [0.1555, -0.4297, -0.1406], [-0.3394, 0.0843, 0.2013], [0.9069, -0.9033, 0.7526], [0.3915, 0.1719, 0.9837], [0.1167, -0.2745, 0.4543], [-0.9488, 0.7023, -1.5188], [-0.6802, -0.6192, -1.0925], [0.3877, -0.7797, -0.3041], [0.5847, 0.2536, 0.0932], [0.0257, 0.1413, 0.2015], [-0.3385, -0.1198, 0.1539], [-0.0503, -0.1345, 0.0247], [0.1264, 0.3226, -0.2372], [-0.4544, 0.0096, 0.2504], [-1.1686, 0.5609, -0.2747], [-0.0547, -0.3708, -0.1280], [-0.4201, -0.2138, -0.1031], [0.2415, -0.0161, 0.2267]], "charge": 1, "orbital_gap_ev": [9.83, 4.94], "e_above_lowest_kcal_mol": 16.41, "mol_weight_da": 117.2, "e_lumo_ev": [-2.914, -7.772], "e_tot_ev": -9889.7666, "multiplicity": 2, "e_homo_ev": [-12.75, -12.71]}

***

[3]
{"formula": "C5H15N3O", "method": "the ωB97M-V functional and the def2-TZVPD basis", "species": ["C", "H", "H", "C", "H", "C", "H", "H", "N", "N", "H", "H", "H", "H", "H", "N", "C", "H", "H", "H", "H", "O", "C", "H"], "xyz": [[-3.2671, 0.9518, -0.3612], [4.2273, -1.5117, -0.4994], [-0.2913, 1.4601, -0.0097], [2.7858, -0.0740, -0.2712], [-3.4041, 0.4128, -1.3002], [-2.5237, -1.1696, 0.8381], [3.9759, 0.6066, 1.3702], [2.2171, 0.6661, 1.6297], [1.7896, 0.5482, -0.7811], [3.6580, -0.8422, -0.9894], [3.3831, -1.0733, -1.9312], [3.0698, -0.8850, 1.6801], [-2.1164, 0.8349, 1.4291], [-3.4563, -1.2297, 1.4041], [-4.2222, 0.9722, 0.1690], [-0.3436, 0.4448, 0.0929], [3.0298, 0.0917, 1.1949], [0.6841, 0.5812, -2.2635], [-2.9894, 1.9814, -0.5891], [-1.7319, -1.5998, 1.4487], [-2.6321, -1.7633, -0.0710], [1.5930, 0.2628, -2.1567], [-2.1993, 0.2750, 0.4954], [-1.2362, 0.0590, -0.5283]], "forces_ev_per_angstrom": [[0.6628, -0.0578, -0.3186], [-0.1214, 0.0393, -0.0643], [-0.4035, -0.0212, -0.3849], [-0.3355, 0.2807, -0.4548], [-0.1162, 0.0461, -0.1013], [0.4450, 0.1439, -0.2751], [0.0099, -0.0305, 0.0315], [-0.0083, -0.0027, -0.0105], [0.9501, 0.2194, 0.1000], [0.1934, -0.2515, -0.1698], [0.0092, -0.0319, 0.0888], [0.0107, -0.0115, 0.0141], [-0.0879, -0.1034, -0.1467], [-0.0162, 0.0848, -0.1065], [0.0772, -0.1012, 0.0376], [-4.6379, -1.9158, -0.5239], [0.0411, 0.1025, -0.1229], [0.2679, -0.1668, -0.0131], [-0.0280, -0.0057, -0.0385], [0.0281, -0.0325, -0.0489], [-0.0306, -0.1550, 0.0130], [0.1447, 0.0433, 0.2920], [-0.0524, 0.9427, 2.4524], [2.9977, 0.9848, -0.2496]], "orbital_gap_ev": 8.93, "e_above_lowest_kcal_mol": 124.59, "mol_weight_da": 133.2, "e_lumo_ev": 0.894, "e_tot_ev": -11941.3468, "multiplicity": 1, "e_homo_ev": -8.04}